Entry from the OMol25 dataset: a cluster of 11 separate species, C30H86N4O11 in total at a distorted geometry (ωB97M-V/def2-TZVPD).

## Properties
E_tot = -60980.8686 eV
Relative energy (zero: lowest compared OMol25 entry of this formula, charge and spin) = 111.6 kcal/mol
Strongest force on any atom = 4.9 eV Å⁻¹
SMILES = COC[C@H](C)N.COC[C@H](C)N.COC[C@H](C)N.COC[C@H](C)N.CCO.CCO.CCO.CCO.CCO.CCO.CCO
HOMO level = -9.2 eV

Each line ends with the Löwdin charge.
CARTESIAN COORDINATES (ANGSTROEM)
H1 -6.60015 -1.92518 0.51970  0.084
H2 1.01467 -2.68923 -1.49930  0.071
H3 2.22027 -2.90824 -6.58422  0.113
H4 2.36125 2.62240 0.34214  0.059
C1 -2.76794 -4.27629 1.37191  -0.407
C2 -2.74423 6.95912 -0.79817  -0.075
C3 -4.04711 2.90090 0.03167  -0.360
O1 -4.20774 4.28339 0.05216  -0.062
H5 -3.46488 4.72622 -0.36456  0.010
H6 -0.78781 5.21307 3.81828  0.073
O2 2.25599 -0.12197 5.03180  -0.101
H7 1.58624 7.48220 1.67348  0.125
C4 -0.32334 1.61936 1.84455  -0.047
H8 -2.70588 7.19180 0.26602  0.097
C5 3.27933 6.54982 0.07865  -0.102
C6 -1.09666 3.99962 -2.35373  -0.491
H9 3.59179 7.50292 0.50534  0.090
H10 -3.06385 -2.12859 1.65165  0.126
H11 -0.92663 -3.79048 1.47496  0.056
C7 -3.38247 -2.93731 0.99397  -0.199
C8 3.80563 -3.54226 1.65032  -0.323
H12 3.84397 -5.67349 -1.24493  0.072
C9 1.67883 -5.53068 -1.77352  -0.330
C10 4.73162 -3.16817 2.83394  -0.063
H13 -0.29818 -0.28809 -1.94894  0.099
O3 1.21001 -3.33622 -4.79780  -0.083
H14 -3.91903 2.46834 1.02393  0.103
H15 3.22951 -2.82289 -5.21016  0.098
H16 -3.60877 -4.08982 -3.38003  0.080
C11 0.76654 -0.45165 -1.78243  -0.078
H17 0.76458 6.61386 0.54689  0.112
H18 2.75335 -5.61117 -5.17103  0.069
H19 3.92769 1.76530 -0.20561  0.081
H20 -0.40975 -2.06858 4.13356  0.049
C12 0.10273 -1.24896 4.63725  -0.068
H21 3.51579 -6.02095 -2.83138  0.070
H22 2.66491 5.64354 3.45193  0.070
C13 0.83389 5.54433 2.57341  -0.440
N1 0.87565 -2.40117 -0.54127  0.063
H23 -1.24052 5.43155 2.10336  0.065
H24 1.55253 4.82556 4.24508  0.078
H25 0.12640 -5.37967 -2.68504  0.054
H26 -0.92195 6.05502 -2.65840  0.127
H27 1.16128 0.54242 -1.99245  0.082
H28 0.42851 -0.99298 1.46004  0.112
O4 -2.26088 5.62276 -1.00398  -0.238
H29 -0.06090 4.06580 -0.52806  0.079
C14 -1.73715 5.39211 -2.36842  -0.130
H30 3.85947 -4.65509 -6.19610  0.075
H31 1.97988 -1.32225 3.45416  0.073
H32 1.26437 -3.91926 -4.03708  0.003
C15 1.39327 6.43976 1.42013  -0.199
H33 -2.50616 5.41731 -3.14049  0.126
H34 -1.82277 -4.14591 3.30186  0.073
H35 -0.48598 1.14247 2.81110  0.072
C16 -3.56752 -4.45670 -2.35446  -0.071
O5 1.01303 -5.08920 -2.91112  -0.082
N2 -0.82449 3.63675 -3.71624  0.044
H36 4.93501 2.26456 2.04235  0.111
C17 1.10046 -0.98723 -0.51573  -0.464
H37 -1.71458 3.74578 -4.18094  0.066
H38 2.67099 6.70019 -0.81322  0.083
H39 -0.37981 4.30627 -4.32788  0.077
H40 0.36970 2.77555 -1.61984  0.075
H41 2.05599 -2.31465 4.80961  0.102
H42 4.34299 -3.76233 3.66101  0.074
H43 -5.43282 1.25232 -0.48828  0.059
H44 -3.16107 -3.73824 -1.64263  0.051
H45 0.73534 4.48667 2.32900  0.097
H46 -3.02483 -2.64904 0.00548  0.093
H47 1.97676 -3.23380 1.08870  0.016
H48 -3.14237 2.55036 -0.46499  0.088
H49 -3.03966 -6.28447 -3.18766  0.123
H50 -0.26698 -1.24779 5.66263  0.071
H51 -0.07080 -2.70633 -0.36467  0.057
H52 -0.19553 2.65481 2.16017  0.069
H53 -5.28017 -0.99640 0.90049  0.071
C18 2.37040 -3.36464 -5.60582  -0.340
O6 2.42968 -3.31419 1.93131  -0.109
H54 -4.64561 -4.49666 -2.19881  0.077
H55 3.95501 -4.56478 1.30355  0.093
N3 1.68738 5.66814 3.70473  0.046
O7 3.08364 1.30150 2.41822  -0.099
C19 -5.51732 -1.93260 0.39512  -0.079
C20 2.83744 -4.74563 -5.82820  -0.111
H56 -2.85953 -5.57939 3.15460  0.083
H57 2.40961 0.40885 4.24681  0.024
H58 1.36660 -5.01429 -0.86580  0.088
H59 1.12324 -1.03129 -2.63384  0.088
O8 0.67326 0.98769 0.99888  -0.202
H60 -1.25858 1.67759 1.28773  0.078
C21 -2.73388 -4.53993 2.85161  -0.053
H61 -3.59879 -4.11323 3.35950  0.085
H62 4.80772 -2.09207 2.98984  0.073
H63 -0.89203 6.86531 3.15270  0.077
H64 3.52018 3.22095 2.40052  0.090
H65 -3.62936 7.13398 -1.40977  0.097
C22 0.27462 -0.33794 0.60251  -0.153
C23 0.11860 3.83543 -1.57821  -0.053
O9 2.52801 5.76005 0.98444  -0.210
H66 1.38671 -6.55365 -1.53625  0.120
H67 4.06531 -3.03652 0.72032  0.101
C24 3.15399 -5.37267 -2.03330  -0.065
C25 3.44905 2.55856 0.36863  -0.056
C26 1.64537 -1.35653 4.49099  -0.260
H68 4.18699 6.07096 -0.28871  0.084
H69 -3.36158 -6.38244 -1.40273  0.114
H70 3.31132 -4.35086 -2.37867  0.081
H71 -6.08717 2.91264 -0.47782  0.076
H72 2.17954 -0.93464 -0.37111  0.149
C27 -5.21155 2.29994 -0.69231  -0.083
C28 3.86628 2.34903 1.84548  -0.270
H73 2.44644 1.02423 1.75588  0.033
H74 -1.06206 -5.32699 1.17322  0.087
C29 -2.91652 -5.80794 -2.21512  -0.325
H75 -1.86909 3.31939 -1.99496  0.128
O10 -4.82732 -3.10410 0.94965  -0.185
H76 -2.04014 7.65706 -1.25120  0.079
H77 -3.32351 -5.03041 0.81446  0.132
H78 -1.32912 -5.25985 -1.24895  0.051
H79 -5.13245 2.49830 -1.76119  0.073
N4 -1.37404 -4.42876 0.83270  0.051
H80 -0.14717 -0.28226 4.20003  0.039
H81 -5.28499 -1.87401 -0.66822  0.081
C30 -0.64807 5.82691 2.92846  -0.049
H82 0.87489 4.54701 -1.90951  0.094
O11 -1.56873 -5.65240 -2.09162  -0.086
H83 -0.77065 -0.45628 0.31705  0.125
H84 5.72974 -3.51198 2.56256  0.068
H85 2.31382 -5.11707 -6.70907  0.070
H86 3.80556 3.56100 0.13175  0.056